(1)
# C13H19FNO4PS

The molecule C13H19FNO4PS (the ωB97M-V functional and the def2-TZVPD basis, OMol25).

Output
charge: 0
SMILES string: CC[C@@H](F)[C@@](N)(OC(=O)Cc1ccc(C)cc1)P(O)(O)=S
orbital gap: 9.5 eV
HOMO level: -9.18 eV
strongest force on any atom: 0.03625 Eh/bohr

Element x y z (Å)
C  2.3977  -0.8426  0.8088
C  1.6884  -1.0151  2.1706
C  0.6300  -2.1104  2.1855
F  0.4486  -2.6127  3.4662
C  -0.7599  -1.7110  1.5844
N  -1.8340  -1.7240  2.5349
O  -0.6289  -0.5068  0.8206
C  -1.1084  0.6465  1.4054
O  -0.8546  1.0408  2.5152
C  -1.9741  1.4917  0.4667
C  -1.0395  1.9239  -0.6936
C  0.2043  2.4112  -0.3306
C  1.1453  2.7911  -1.2630
C  0.8064  2.6588  -2.6083
C  1.8690  3.0436  -3.6434
C  -0.4333  2.2025  -2.9645
C  -1.3792  1.8194  -2.0231
P  -1.1755  -3.0478  0.2982
O  -0.4056  -2.8122  -1.0939
O  -2.7502  -2.8496  -0.0248
S  -0.9757  -4.8432  1.0173
H  3.2350  -0.1488  0.9744
H  2.8315  -1.7772  0.4348
H  1.7556  -0.3464  0.0716
H  1.3459  -0.0385  2.5259
H  2.4662  -1.3370  2.8800
H  1.0384  -2.9488  1.5987
H  -1.9070  -2.6872  2.8614
H  -2.7159  -1.4839  2.0914
H  -2.2929  2.4112  0.9613
H  -2.8010  0.9087  0.0465
H  0.4924  2.5144  0.7170
H  2.1225  3.1461  -0.9452
H  1.7659  2.4263  -4.5417
H  1.7939  4.1157  -3.8458
H  2.8371  2.7789  -3.2009
H  -0.6839  2.1128  -4.0220
H  -2.3560  1.4456  -2.3184
H  0.3912  -3.3611  -1.1071
H  -3.1898  -3.6850  0.1897


(2)
# C20H38BClF4NO11

A cluster of 4 separate species, C20H38BClF4NO11 in total (the ωB97M-V functional and the def2-TZVPD basis, OMol25).

Output
charge: -1
orbital gap: 6.8 eV
HOMO level: -4.83 eV
strongest force on any atom: 0.04781 Eh/bohr

Element x y z (Å)
C  6.1907  -3.3823  0.8761
C  4.6817  -3.8560  0.8252
Cl  4.0141  -4.1316  2.5234
C  3.7381  -2.9676  -0.0733
C  3.5070  -1.4825  0.4474
C  2.0157  -1.1166  0.9052
N  1.8984  -0.5751  2.2680
C  3.7379  -0.5945  -0.8916
O  4.3506  0.6147  -0.3783
B  5.2238  0.0189  0.6621
C  6.2805  0.9868  1.4496
F  5.8491  2.3342  1.4923
F  6.3768  0.5389  2.7947
C  7.7559  0.9142  0.8540
F  8.5410  1.8107  1.5928
F  8.2685  -0.3789  1.0191
O  4.3857  -0.9260  1.4157
H  6.2542  -2.6189  1.7138
H  6.9239  -4.1985  1.1137
H  6.4389  -2.8081  -0.0650
H  4.6916  -4.8883  0.3496
H  2.7223  -3.4823  -0.0720
H  4.0704  -2.9829  -1.1557
H  1.5646  -0.3581  0.1938
H  1.3624  -2.0396  0.8405
H  2.2847  0.3685  2.3146
H  2.3472  -1.1811  2.9568
H  4.5448  -0.9358  -1.6222
H  2.8209  -0.4790  -1.5359
H  5.9445  -0.7150  0.0055
H  7.7792  1.1377  -0.2483
C  1.5360  1.2398  -6.8782
C  2.4969  0.4271  -6.0319
O  1.8296  -0.1598  -4.9104
C  1.0858  -1.2369  -5.1782
O  0.9421  -1.7522  -6.2583
O  0.5100  -1.6348  -4.0379
C  -0.3962  -2.7242  -4.1963
H  1.0146  1.9776  -6.2644
H  2.0692  1.7560  -7.6788
H  0.7723  0.6043  -7.3303
H  3.2668  1.0846  -5.6256
H  3.0048  -0.3395  -6.6219
H  0.0775  -3.5628  -4.7078
H  -1.2817  -2.3930  -4.7418
H  -0.7000  -3.0499  -3.2024
C  -0.8693  -0.0264  3.7516
C  -1.7195  -1.2184  4.1431
O  -3.1186  -0.9480  3.9554
C  -3.5541  -1.0005  2.6938
O  -2.8951  -1.2633  1.7229
O  -4.8599  -0.6895  2.6924
C  -5.4319  -0.6113  1.3884
H  -1.2003  0.8713  4.2824
H  0.1788  -0.2088  3.9803
H  -0.9515  0.1863  2.6855
H  -1.5842  -1.4261  5.2060
H  -1.4255  -2.1187  3.5983
H  -5.2463  -1.5213  0.8167
H  -5.0348  0.2591  0.8625
H  -6.5087  -0.4873  1.5009
C  -9.7367  5.0384  0.3895
C  -9.2306  3.6870  -0.0766
O  -7.8142  3.5760  0.0971
C  -7.4041  3.3482  1.3508
O  -8.1122  3.2190  2.3161
O  -6.0676  3.3065  1.3486
C  -5.4898  3.1661  2.6478
H  -9.1875  5.8440  -0.1030
H  -10.8006  5.1480  0.1712
H  -9.5932  5.1653  1.4639
H  -9.4219  3.5770  -1.1452
H  -9.7457  2.8671  0.4297
H  -5.9062  2.3081  3.1766
H  -5.6426  4.0815  3.2219
H  -4.4193  3.0085  2.5239


(3)
# C9H14

A cluster of 2 separate species, C9H14 in total (the ωB97M-V functional and the def2-TZVPD basis, OMol25).

Output
charge: 0
SMILES string: Cc1ccccc1.CC
orbital gap: 10.0 eV
HOMO level: -8.91 eV
strongest force on any atom: 0.05723 Eh/bohr

Element x y z (Å)
C  -1.5601  1.7388  -0.7388
C  -0.3484  0.9074  -1.0836
C  -0.3774  -0.0441  -2.1035
C  0.7507  -0.7506  -2.4415
C  1.9201  -0.5370  -1.7026
C  1.9130  0.3701  -0.6621
C  0.7808  1.1068  -0.2972
H  -1.5362  2.3460  0.1593
H  -2.4897  1.2270  -0.9680
H  -1.6815  2.4738  -1.5817
H  -1.3060  -0.3327  -2.5653
H  0.7772  -1.3749  -3.3252
H  2.8341  -1.0501  -1.9769
H  2.8751  0.5817  -0.1962
H  0.8461  1.8844  0.4498
C  -0.2862  -0.3387  2.4952
C  -0.5614  -1.8226  2.1787
H  -0.5169  -0.1620  3.5633
H  0.7635  -0.1289  2.3863
H  -0.9251  0.3974  2.0280
H  -1.4762  -2.1128  2.7067
H  -0.6615  -1.9792  1.1067
H  0.2660  -2.3999  2.5685